Computed, not measured: a molecular structure, C24H17Br4N3O3S3Zn, with ωB97M-V/def2-TZVPD.

Values from the calculation:
E_HOMO: -2.45 eV
Total charge: -2
Energy above the lowest of the compared OMol25 structures with the same formula, charge and spin: 61.95 kJ/mol
LUMO level: 3.85 eV

XYZ file:
```
55
C24H17Br4N3O3S3Zn, DFT ωB97M-V/def2-TZVPD
Br 5.310 2.456 4.523
Br 7.683 1.592 2.345
Br 3.666 -1.112 -0.709
Br 6.850 -0.188 -0.311
Zn 0.960 0.611 3.064
S -1.182 1.663 2.765
S -0.450 -0.507 4.653
S -0.465 2.987 -0.386
O 1.968 -0.159 1.558
O 2.628 1.384 3.698
O 0.832 3.677 -0.541
N -4.651 2.432 3.958
N -0.479 -1.210 0.377
N -3.642 -0.689 6.685
C 3.204 0.247 1.697
C -2.856 0.751 4.707
C 0.700 0.602 -3.434
C 4.889 1.433 2.985
C 0.675 1.506 -2.382
C -1.663 0.290 -3.220
C -1.083 -2.307 -0.151
C -3.826 1.688 4.276
C 3.555 1.051 2.840
C -0.521 1.802 -1.759
C 5.535 0.326 0.951
C 5.881 1.076 2.062
C -3.103 -3.535 -0.691
C 4.203 -0.074 0.784
C -0.343 -3.289 -0.829
C -1.604 0.647 4.105
C -3.255 -0.064 5.794
C -0.450 -0.987 -5.015
C -2.478 -2.460 -0.087
C -0.469 -0.006 -3.874
C -1.694 4.103 -1.184
C -2.362 -4.495 -1.371
C -1.693 1.177 -2.158
C -0.980 -4.362 -1.425
H 0.736 -3.189 -0.880
H -2.576 -0.198 -3.541
H 0.474 -0.903 -5.587
H -1.349 4.331 -2.190
H -0.523 -2.002 -4.623
H -3.057 -1.716 0.448
H -0.997 -0.650 1.040
H -2.668 3.618 -1.197
H -4.180 -3.628 -0.624
H -1.298 -0.821 -5.681
H -1.734 5.007 -0.580
H 1.578 1.994 -2.038
H -0.386 -5.109 -1.940
H -2.853 -5.336 -1.846
H 0.527 -1.188 0.495
H 1.643 0.362 -3.912
H -2.627 1.375 -1.646
```



Computed, not measured: C8H10O in the gas phase, with ωB97M-V/def2-TZVPD.

Values from the calculation:
E_HOMO (alpha / beta): -7.87 / -8.35 eV
Energy above the lowest of the compared OMol25 structures with the same formula, charge and spin: 503.75 kJ/mol
LUMO level (alpha / beta): -0.74 / -0.34 eV

XYZ file:
```
19
C8H10O, DFT ωB97M-V/def2-TZVPD
O -3.128 0.358 -0.458
C 0.758 -0.743 -0.091
C 0.488 1.269 1.399
C -1.971 0.024 -0.235
C 1.748 -1.293 -0.895
C -0.365 -1.505 0.845
C 0.509 0.665 -0.093
C -1.638 -1.194 0.666
C -0.802 0.762 -0.832
H 1.428 -2.325 -1.261
H 2.700 -1.551 -0.306
H 1.124 2.090 1.373
H -0.535 1.577 1.558
H -0.780 0.364 -1.874
H -1.209 1.824 -0.936
H 1.306 1.291 -0.623
H -2.368 -1.541 1.264
H 1.937 -0.552 -1.576
H 0.797 0.480 2.077
```



Computed, not measured: a molecular structure, C25H23N4O3PtS, with ωB97M-V/def2-TZVPD.

Values from the calculation:
E_HOMO (alpha / beta): -10.55 / -10.55 eV
Total charge: +1
Energy above the lowest of the compared OMol25 structures with the same formula, charge and spin: 36.22 kJ/mol
LUMO level (alpha / beta): -5.42 / -5.42 eV

XYZ file:
```
57
C25H23N4O3PtS, DFT ωB97M-V/def2-TZVPD
Pt -0.040 0.839 -0.141
S -1.019 -1.692 -1.911
O -1.698 1.720 -0.102
O -0.064 -2.757 -1.880
O -1.972 -1.535 -0.842
N -3.765 -1.518 -7.092
N 1.823 0.247 -0.872
N -0.092 -0.253 -1.855
N 1.985 -0.999 -2.878
C 0.368 0.341 4.775
C 0.803 3.168 1.796
C 3.945 -0.306 -1.664
C 0.272 -0.426 2.382
C -1.783 -1.945 -5.804
C 0.233 -0.667 3.810
C 1.551 4.301 2.082
C -3.133 -1.565 -5.886
C 3.343 2.907 2.896
C -3.821 -1.230 -4.708
C -3.181 -1.268 -3.491
C -3.014 1.177 -0.098
C -0.028 -2.297 5.578
C 2.609 1.776 2.609
C 1.290 -0.392 -1.948
C -1.144 -1.988 -4.588
C -1.845 -1.653 -3.429
C 2.818 4.173 2.631
C 1.323 1.894 2.061
C 0.125 -1.291 6.521
C 0.547 0.709 1.710
C 3.310 -0.955 -2.724
C 0.018 -1.985 4.231
C 3.141 0.302 -0.725
C 0.317 0.027 6.119
H -4.745 -1.312 -7.151
H -3.716 -1.034 -2.580
H 3.400 5.055 2.861
H -4.866 -0.952 -4.762
H 3.013 0.791 2.818
H 4.329 2.812 3.332
H 3.526 0.837 0.135
H 0.417 0.809 6.859
H -0.198 3.263 1.391
H 1.139 5.281 1.881
H -0.187 -3.319 5.892
H 0.084 -1.530 7.576
H -3.222 0.725 -1.067
H -0.009 -1.281 1.770
H 0.493 1.372 4.470
H -3.686 2.020 0.053
H -3.144 0.433 0.685
H -1.249 -2.212 -6.707
H -3.300 -1.821 -7.927
H 3.892 -1.460 -3.486
H -0.107 -2.765 3.489
H 5.021 -0.283 -1.578
H -0.106 -2.288 -4.516
```



Computed, not measured: C4H7ClO in the gas phase, with ωB97M-V/def2-TZVPD.

Values from the calculation:
E_HOMO: -8.59 eV
Energy above the lowest of the compared OMol25 structures with the same formula, charge and spin: 112.40 kJ/mol
LUMO level: 0.96 eV

XYZ file:
```
13
C4H7ClO, DFT ωB97M-V/def2-TZVPD
Cl 0.832 -1.397 2.081
O -0.959 0.022 -0.383
C -1.737 -0.852 0.432
C 1.167 -0.283 0.787
C 0.905 1.177 -1.168
C 0.355 0.218 -0.154
H 1.938 1.353 -1.035
H -1.754 -0.512 1.486
H -2.758 -0.778 0.013
H -1.350 -1.887 0.408
H 2.233 0.031 0.812
H 0.384 2.124 -1.125
H 0.744 0.785 -2.157
```



Computed, not measured: 2 unconnected molecules or ions with the total composition C2H8S4, with ωB97M-V/def2-TZVPD.

Values from the calculation:
E_HOMO: -8.97 eV
Energy above the lowest of the compared OMol25 structures with the same formula, charge and spin: 63.97 kJ/mol
LUMO level: -0.04 eV

XYZ file:
```
14
C2H8S4, DFT ωB97M-V/def2-TZVPD
S 0.661 -1.517 0.535
S 0.850 -1.034 7.547
S 0.214 -1.647 2.641
S 2.098 -0.629 9.280
C 2.926 0.911 8.822
C 0.000 0.000 0.000
H -0.447 0.549 0.846
H -0.790 -0.207 -0.741
H 4.012 0.724 8.843
H 1.240 -0.921 3.132
H 1.670 -1.230 6.492
H 2.704 1.766 9.483
H 0.765 0.640 -0.471
H 2.634 1.177 7.792
```



Computed, not measured: 12 unconnected molecules or ions with the total composition H26NO11, with ωB97M-V/def2-TZVPD.

Values from the calculation:
E_HOMO: -13.31 eV
Total charge: +1
Energy above the lowest of the compared OMol25 structures with the same formula, charge and spin: 419.88 kJ/mol
LUMO level: -2.96 eV

XYZ file:
```
38
H26NO11, DFT ωB97M-V/def2-TZVPD
O -0.683 2.769 -1.941
O 2.053 1.405 3.008
O -0.033 2.744 1.623
O 1.572 -1.223 3.018
O 0.008 -0.457 -3.495
O -2.257 0.274 2.016
O -0.963 -2.508 -1.970
O 2.154 1.920 -0.671
O 2.187 -2.456 -0.723
O -2.682 0.829 -1.322
O -1.764 -2.711 1.093
N -0.099 -0.225 0.111
H 0.942 -0.690 -3.802
H -0.321 -1.891 -2.392
H 0.225 2.655 -1.962
H 2.164 2.106 -1.490
H 0.238 0.380 0.748
H 1.616 0.583 2.996
H -0.558 3.211 1.014
H -1.258 -3.158 1.661
H 1.632 -1.346 3.928
H 0.161 0.060 -0.816
H 2.405 -2.562 0.239
H -1.725 -2.640 -2.483
H -0.019 3.484 2.370
H 2.180 -1.903 2.532
H 3.092 2.009 -0.383
H 2.110 -3.468 -1.095
H -0.910 3.259 -2.650
H -2.099 1.676 -1.215
H -2.664 0.518 -2.099
H -0.551 -0.440 -4.338
H 0.376 -1.037 0.437
H -2.483 -0.394 2.663
H 1.403 1.856 2.483
H -0.881 -0.623 0.398
H -1.908 -3.102 0.160
H -2.663 1.110 2.352
```



Computed, not measured: 2 unconnected molecules or ions with the total composition C4H13NO2S2, with ωB97M-V/def2-TZVPD.

Values from the calculation:
E_HOMO: -7.86 eV
LUMO level: 0.51 eV

XYZ file:
```
22
C4H13NO2S2, DFT ωB97M-V/def2-TZVPD
S -1.449 -0.682 0.351
S -1.511 0.308 2.074
O -1.212 1.406 -3.615
O 3.220 0.576 -0.908
N 0.685 1.178 -0.410
C 0.204 -1.163 -0.198
C 2.394 -0.578 -1.233
C 0.899 -0.132 -1.095
C -0.803 -0.806 3.255
H 2.824 -1.511 -0.844
H -1.156 -1.827 3.125
H 0.017 -2.064 -0.797
H 2.377 -0.881 -2.301
H -0.792 2.114 -3.101
H 0.278 -0.787 3.290
H 4.140 0.296 -0.966
H 0.907 1.966 -1.045
H 0.552 0.028 -2.113
H -0.707 1.464 -4.438
H 1.409 1.284 0.292
H -0.990 -0.563 4.324
H 0.832 -1.328 0.680
```



Computed, not measured: a molecular structure, C3H2MgO2, with ωB97M-V/def2-TZVPD.

Values from the calculation:
E_HOMO: -18.93 eV
Total charge: +2
Energy above the lowest of the compared OMol25 structures with the same formula, charge and spin: 0.00 kJ/mol
LUMO level: -12.41 eV

XYZ file:
```
8
C3H2MgO2, DFT ωB97M-V/def2-TZVPD
Mg 2.333 0.340 0.006
O -0.522 -1.088 0.589
O -0.836 0.683 -0.525
C 0.073 -0.055 0.071
C -2.085 0.216 -0.215
C -1.894 -0.934 0.467
H -2.787 -0.127 -1.056
H -2.514 -1.463 1.184
```



Computed, not measured: a molecular structure, C26H39MgN5, with ωB97M-V/def2-TZVPD.

Values from the calculation:
E_HOMO: -5.17 eV
LUMO level: 0.08 eV

XYZ file:
```
71
C26H39MgN5, DFT ωB97M-V/def2-TZVPD
Mg 0.219 -0.056 -1.141
N -0.221 -3.136 -1.830
N -1.554 0.205 -1.575
N -0.156 -2.032 0.042
N -1.221 -3.542 -1.047
N 0.406 -2.238 -1.165
C -4.235 -0.629 -0.248
C 1.295 -0.108 2.364
C 1.770 2.266 0.984
C -1.972 2.311 -2.833
C -1.129 -6.294 0.032
C -3.880 3.676 -2.183
C -2.784 3.426 -2.990
C 3.447 1.127 -0.526
C 0.625 1.060 2.707
C 2.448 1.111 0.609
C -2.745 0.675 1.336
C 1.060 -1.386 3.120
C 0.530 2.544 -3.247
C -0.593 -6.280 -2.434
C -2.179 -4.545 -1.469
C -1.174 -2.844 0.098
C -0.817 0.855 -4.601
C -1.652 -5.988 -1.371
C 0.103 3.506 2.393
C -2.225 1.363 -1.773
C -3.799 0.764 0.227
C 2.192 -0.074 1.300
C -3.377 1.656 -0.936
C -4.164 2.769 -1.174
C 0.843 2.250 2.023
C -0.837 2.191 -3.848
H -2.560 4.125 -3.793
H -1.867 -2.947 0.916
H -0.671 0.029 -3.910
H 0.473 -2.076 2.512
H -1.023 -6.225 -3.435
H 0.524 -1.197 4.048
H -0.086 1.044 3.526
H 3.742 2.144 -0.775
H 3.028 0.673 -1.431
H -2.457 -4.321 -2.498
H -3.131 0.103 2.188
H -4.535 -1.256 0.601
H -2.482 1.677 1.684
H 0.496 3.526 -2.775
H -0.238 -5.703 0.255
H 2.729 -0.977 1.024
H -1.846 0.193 0.962
H -4.490 4.559 -2.328
H -0.855 -7.346 0.105
H -4.676 1.235 0.683
H -0.437 3.895 1.528
H 0.822 1.819 -2.478
H -5.087 -0.546 -0.926
H -2.520 -6.625 -1.561
H -0.185 -7.281 -2.293
H -1.885 -6.088 0.793
H -0.614 3.312 3.189
H -0.025 0.847 -5.357
H 1.306 2.547 -4.016
H -3.407 -1.094 -0.785
H 2.007 -1.872 3.356
H -3.056 -4.425 -0.834
H 0.225 -5.564 -2.377
H 0.797 4.276 2.731
H -5.025 2.944 -0.534
H -1.776 0.703 -5.098
H 4.339 0.558 -0.264
H -1.029 2.960 -4.603
H 1.970 3.199 0.468
```



Computed, not measured: C5H8N2S in the gas phase, with ωB97M-V/def2-TZVPD.

Values from the calculation:
E_HOMO: -8.49 eV
Energy above the lowest of the compared OMol25 structures with the same formula, charge and spin: 296.32 kJ/mol
LUMO level: 0.41 eV

XYZ file:
```
16
C5H8N2S, DFT ωB97M-V/def2-TZVPD
S 0.333 1.139 -2.136
N -0.251 -0.397 1.307
N 0.073 0.747 1.845
C -0.162 -1.976 -0.701
C 0.276 0.683 -0.429
C -0.042 -0.643 0.009
C -0.852 -1.584 2.004
C 0.389 1.410 0.682
H -1.788 -1.883 1.418
H 0.382 -2.785 -0.152
H -0.368 -2.473 2.049
H -1.301 -2.219 -0.713
H -1.219 -1.328 3.051
H 1.718 1.904 -1.764
H 0.806 2.478 0.637
H 0.043 -1.713 -1.810
```



Computed, not measured: a molecular structure, C36H38BClN4PPtS2, with ωB97M-V/def2-TZVPD.

Values from the calculation:
E_HOMO (alpha / beta): -2.79 / -4.17 eV
Total charge: -1
Energy above the lowest of the compared OMol25 structures with the same formula, charge and spin: 0.00 kJ/mol
LUMO level (alpha / beta): 2.59 / 2.57 eV
Spin multiplicity: 3

XYZ file:
```
84
C36H38BClN4PPtS2, DFT ωB97M-V/def2-TZVPD
Pt -1.039 -0.230 0.066
Cl 1.721 -7.183 -0.050
S -1.260 2.343 -0.121
S -4.027 -0.117 0.173
P 1.400 -0.056 -0.083
N -4.352 0.059 -2.534
N -4.275 2.008 -1.567
N -3.765 3.019 0.771
N -2.338 2.658 2.367
C 1.063 -4.935 -1.429
C 1.410 2.243 -3.358
C 5.274 -2.319 -1.330
C 0.971 0.087 3.952
C 2.960 -0.925 -0.586
C 1.775 0.145 1.696
C 1.979 2.791 -0.662
C 2.208 0.496 4.414
C 0.336 -3.772 -1.628
C 4.393 -2.857 -0.405
C 2.382 -2.776 1.062
C -0.169 -5.337 0.597
C -0.883 -4.171 0.388
C -3.531 3.001 2.967
C -4.227 0.683 -1.323
C -2.493 2.679 1.020
C -4.522 -1.359 -2.752
C -0.554 -0.729 2.115
C 2.104 3.766 -1.652
C 3.266 0.671 3.523
C 2.198 3.212 0.765
C -1.104 2.377 3.062
C 3.244 -2.179 -0.012
C 1.596 1.501 -1.048
C 3.862 -0.388 -1.505
C -4.434 1.006 -3.532
C 1.281 1.264 -2.390
C 5.011 -1.073 -1.874
C 1.841 3.506 -2.985
C 3.040 0.487 2.172
C -1.439 -2.136 -0.951
C -0.662 -3.355 -0.735
C -4.410 3.219 1.966
C -4.379 2.207 -2.923
C 0.731 -0.140 2.588
C 0.802 -5.716 -0.316
B -4.440 3.239 -0.607
H 3.196 2.948 1.119
H 2.477 -3.860 1.078
H 1.829 -5.237 -2.132
H -0.433 -1.815 2.028
H -0.357 -5.953 1.468
H -3.814 -1.713 -3.501
H 0.547 -3.158 -2.497
H -3.948 4.193 -1.168
H -1.293 1.692 3.887
H 0.919 0.280 -2.672
H 2.363 0.649 5.476
H -0.656 3.297 3.443
H 1.329 -2.532 0.922
H 3.853 0.628 1.468
H -4.342 -1.874 -1.816
H 1.478 2.746 1.433
H -5.453 3.469 1.998
H 3.666 0.579 -1.950
H 4.249 0.953 3.880
H -1.406 -1.823 -1.999
H 1.941 4.294 -3.721
H 4.595 -3.829 0.032
H 2.676 -2.389 2.041
H -3.640 3.034 4.035
H 5.693 -0.632 -2.590
H -1.361 -0.531 2.825
H -5.626 3.399 -0.389
H 2.087 4.294 0.846
H 0.168 -0.098 4.656
H 1.155 2.027 -4.388
H -4.403 3.199 -3.335
H 6.162 -2.868 -1.620
H -4.516 0.736 -4.570
H -5.542 -1.567 -3.086
H 2.387 4.769 -1.351
H -0.421 1.909 2.358
H -1.642 -3.871 1.101
H -2.463 -2.256 -0.612
```



Computed, not measured: a molecular structure, C19H30FIrO6, with ωB97M-V/def2-TZVPD.

Values from the calculation:
E_HOMO (alpha / beta): -18.38 / -18.18 eV
Total charge: +3
LUMO level (alpha / beta): -12.13 / -11.60 eV
Spin multiplicity: 2

XYZ file:
```
57
C19H30FIrO6, DFT ωB97M-V/def2-TZVPD
Ir 0.317 -0.254 0.243
F -4.095 4.480 -3.945
O 2.457 -0.034 -1.006
O 1.098 -2.425 -0.438
O -0.178 1.342 2.039
O -1.513 -1.619 -0.676
O 2.209 -0.128 1.714
O -0.851 -1.309 2.061
C -2.145 1.650 -2.908
C 2.907 -1.263 -1.569
C -1.554 -2.467 1.636
C 3.377 0.724 -0.232
C 0.930 1.563 2.910
C -0.994 -2.521 -1.649
C -1.419 0.977 2.628
C -3.253 3.751 -3.265
C 1.851 0.332 3.009
C -1.322 2.211 -1.882
C -2.500 4.330 -2.227
C -0.225 1.516 -1.325
C -2.340 -2.171 0.347
C 2.489 -2.479 -0.721
C 0.233 -3.303 -1.158
C -1.606 3.568 -1.529
C -1.458 -0.493 3.068
C 3.503 0.212 1.211
C -3.059 2.398 -3.598
H -3.091 -1.402 0.551
H 0.740 -3.749 -2.018
H -2.624 5.389 -2.035
H -0.714 -1.890 -2.499
H -3.613 1.995 -4.438
H 2.755 -3.397 -1.253
H -2.243 -2.819 2.409
H 2.734 0.590 3.602
H 4.366 0.729 -0.702
H -0.065 -4.110 -0.478
H 3.981 0.982 1.819
H 2.999 -2.465 0.246
H -2.160 1.151 1.841
H 0.468 2.160 -0.788
H -2.021 0.602 -3.144
H 1.334 -0.502 3.490
H 0.203 0.780 -2.009
H -2.496 -0.779 3.248
H -2.835 -3.081 -0.003
H -1.072 4.004 -0.696
H -0.790 -3.231 1.469
H 1.488 2.394 2.467
H -0.895 -0.644 3.998
H 2.431 -1.327 -2.554
H -1.770 -3.225 -1.971
H 2.975 1.742 -0.235
H 4.121 -0.694 1.251
H 3.993 -1.261 -1.701
H 0.588 1.848 3.910
H -1.646 1.622 3.485
```